44
Properties=species:S:1:pos:R:3:nbo_charge:R:1 method="wB97M-V/def2-TZVPD" de_lowest_kcal_mol=30.5 total_charge=-1
Cl 0.51395 -0.99211 0.86227 2.45
O -2.29805 -3.02311 0.71327 -0.98
O -2.51205 1.62989 1.24027 -0.98
O -1.54505 1.53689 -1.71173 -0.94
O 0.22495 2.29589 1.06227 -0.98
O -0.47205 -0.24211 0.03827 -0.85
O -1.99705 -1.46411 -1.98373 -1.01
O -0.19705 -1.69311 2.00827 -0.85
O 3.58195 1.44089 0.51827 -0.99
O 1.17895 -1.95811 -0.05773 -0.86
O -3.39405 -0.67811 0.16127 -1.00
O 3.53495 0.10289 -1.88273 -0.95
O 0.64895 -0.41811 -2.70273 -0.99
O -1.80205 -0.28011 3.41127 -0.98
O 2.29995 2.25489 3.46827 -0.93
O 1.98795 -2.50711 -2.50873 -0.93
O 1.55395 -0.02811 1.41327 -0.81
O 1.41095 1.94189 -1.35173 -1.02
H -1.31605 1.03789 -0.97273 0.47
H 1.99095 -2.15011 -1.60373 0.51
H -4.26605 -1.01211 -0.11873 0.49
H -1.14205 -0.88811 3.09227 0.48
H 3.79795 0.34689 -2.74173 0.47
H -2.00705 0.23789 2.64327 0.47
H -2.92905 0.83489 0.91227 0.50
H 1.05095 -1.32511 -2.56373 0.47
H 2.59995 -0.23311 -1.89173 0.49
H -3.24605 2.20689 1.34627 0.47
H 1.81495 1.54089 3.92527 0.47
H -0.66105 1.96589 1.01427 0.49
H -1.97505 -3.10911 -0.19373 0.50
H 1.07095 2.08889 -0.49473 0.49
H 0.73295 -0.26911 -3.62873 0.47
H 0.96095 1.20289 -1.83773 0.48
H -2.41005 -0.96711 -1.26573 0.48
H 1.20395 -3.05611 -2.60573 0.48
H 1.72395 3.00089 3.46727 0.47
H 2.93495 0.86089 1.00327 0.47
H 3.68095 0.95989 -0.34373 0.49
H 0.69995 1.75389 1.67327 0.49
H -1.56605 -2.95511 1.32627 0.50
H -2.82405 -1.35311 0.52427 0.52
H -1.08705 -1.09911 -1.95773 0.49
H -1.55305 2.45989 -1.40573 0.47